[1]
Formula: C19H30Cl3GeN6RuS
Source: the OMol25 dataset
Level of theory: ωB97M-V with the def2-TZVPD basis set

```
61
Properties=species:S:1:pos:R:3:forces:R:3:mulliken_charge:R:1
Ru 1.1683 -0.0718 -1.0446 -0.9 -1.3 0.8 0.493
C 4.5566 2.0540 2.4800 0.0 0.0 0.0 -1.652
C 4.5329 0.8350 1.5537 0.1 -0.1 0.1 0.963
C 5.3334 1.1012 0.2862 0.0 0.0 0.0 -1.407
C 3.2130 0.1635 1.4081 0.1 -0.5 -0.6 0.462
C 2.9573 -0.8486 0.4010 0.4 1.1 0.2 0.049
C 1.9352 -1.7694 0.6142 -0.8 0.1 0.4 -1.761
C 1.0992 -1.6926 1.7880 0.3 -0.4 -1.0 0.407
C 0.2090 -2.8232 2.1217 -0.1 0.1 0.0 -1.592
C 1.2411 -0.5814 2.6360 0.2 0.3 0.1 -0.608
C 2.2483 0.3256 2.4431 -0.3 -0.2 0.1 -0.526
H 5.5608 2.4729 2.4766 0.0 0.0 0.0 0.395
H 4.3189 1.8136 3.5150 0.0 0.0 0.0 0.483
H 3.8741 2.8284 2.1234 0.0 0.0 0.0 0.397
H 5.0665 0.0162 2.0910 -0.1 0.0 0.0 0.281
H 5.0334 2.0623 -0.1289 0.0 0.0 0.0 0.313
H 5.2343 0.3329 -0.4777 0.0 0.0 0.0 0.443
H 6.3903 1.1688 0.5369 0.0 0.0 0.0 0.407
H 3.7313 -1.0840 -0.3161 0.1 0.0 0.1 0.688
H 1.9020 -2.6848 0.0384 0.1 -0.1 0.1 1.134
H 0.7964 -3.5645 2.6836 0.0 0.0 0.0 0.404
H -0.1636 -3.3361 1.2343 0.0 0.0 0.0 0.426
H -0.6103 -2.5234 2.7736 0.0 0.0 0.0 0.359
H 0.5734 -0.4786 3.4835 0.0 0.0 0.0 0.533
H 2.3716 1.1434 3.1384 0.0 0.0 0.0 0.480
C -2.1702 0.9398 -5.0449 0.0 0.0 0.0 -1.254
C -1.2901 -0.1969 -4.6996 0.1 0.1 0.1 0.925
N -1.0837 -1.2650 -5.4035 0.0 -0.1 -0.1 -0.634
N -0.2069 -2.0217 -4.6929 0.0 0.0 0.0 0.219
C 0.1287 -1.4580 -3.5484 -0.3 -0.3 0.0 0.368
S 1.0564 -2.0247 -2.2153 0.6 0.1 -0.3 -0.265
N -0.5366 -0.2970 -3.5315 -0.3 -0.1 0.0 0.639
N -0.3625 0.6067 -2.4749 0.8 0.5 -0.1 -0.841
H -2.6053 0.7531 -6.0240 0.0 0.0 0.0 0.366
H -1.6067 1.8742 -5.0848 0.0 0.0 0.0 0.321
H -2.9824 1.0430 -4.3223 0.0 0.0 0.0 0.356
H 0.1056 -2.9092 -5.0698 0.0 0.0 0.0 0.209
H 0.1319 1.4130 -2.8794 -0.4 0.2 -0.1 0.228
H -1.2644 0.9432 -2.1396 0.0 -0.3 0.3 0.354
Cl 1.7039 2.0043 -4.2491 0.0 -0.1 0.0 -0.244
Ge 2.6949 1.1008 -2.5665 0.0 0.4 0.5 0.762
Cl 1.7191 2.2589 -0.6330 0.1 -0.1 -0.4 -0.171
Cl 4.6614 1.7335 -2.8286 0.0 -0.2 -0.1 -0.140
N -0.5232 -0.0677 0.2127 0.3 0.4 0.0 -0.555
C -1.5452 -0.0287 0.7747 0.0 0.0 0.0 0.229
N -2.6724 0.0237 1.3860 0.1 0.0 0.0 0.282
C -3.3184 1.3518 1.6723 0.0 0.0 0.0 -0.544
C -4.6182 1.1129 2.4214 0.0 0.0 0.0 -0.840
C -5.5301 0.1405 1.6748 0.0 0.0 0.0 -0.578
C -4.8130 -1.1804 1.3045 0.0 0.0 0.0 -0.718
C -3.3831 -1.2164 1.8184 0.0 0.0 0.0 -0.628
H -3.5078 1.8494 0.7194 0.0 0.0 0.0 0.393
H -2.6226 1.9552 2.2545 0.0 0.0 0.0 0.410
H -5.1096 2.0781 2.5419 0.0 0.0 0.0 0.398
H -4.4012 0.7558 3.4301 0.0 0.0 0.0 0.346
H -5.9005 0.6225 0.7689 0.0 0.0 0.0 0.309
H -6.4052 -0.0650 2.2878 0.0 0.0 0.0 0.314
H -4.8022 -1.3233 0.2227 0.0 0.0 0.0 0.263
H -5.3349 -2.0404 1.7238 0.0 0.0 0.0 0.374
H -2.8319 -2.0711 1.4279 0.0 0.0 0.0 0.426
H -3.3469 -1.2539 2.9074 0.0 0.0 0.0 0.353
```
Positions in Å, forces in eV/Å.

Values from the calculation:
Total charge ... +3
Orbital gap (spin up / spin down) ... 4.46 / 4.48 eV
Energy above the lowest of the compared OMol25 structures with the same formula, charge and spin ... 44.4 kcal/mol
Multiplicity ... 1
HOMO level (spin up / spin down) ... -0.638 / -0.638 Eh

[2]
Formula: C13H21BN6ORe
Source: the OMol25 dataset
Level of theory: ωB97M-V with the def2-TZVPD basis set

```
43
Properties=species:S:1:pos:R:3:forces:R:3:mulliken_charge:R:1
C -1.3534 -0.3309 2.4399 -1.3 -0.3 0.0 -0.255
N -1.0617 -0.2945 1.0812 -1.0 -0.1 -0.6 -0.377
N -2.2013 -0.7706 0.3906 0.2 0.5 0.2 0.163
C -3.1829 -0.8928 1.2926 0.8 -0.1 -1.0 0.089
C -2.6934 -0.6350 2.5700 1.1 0.4 1.1 -1.000
B -2.3166 -0.9427 -1.1682 -1.3 -1.1 -1.0 -0.275
N -2.0916 0.4959 -1.7741 -0.3 0.4 -0.3 -0.198
N -1.2746 1.4860 -1.1830 -0.4 -0.8 0.8 0.520
C -1.4286 2.6467 -1.9142 -1.1 -0.4 -1.0 0.007
C -2.3848 2.4185 -2.8909 1.2 1.7 0.5 -1.047
C -2.8033 1.0977 -2.7515 1.0 -1.5 1.1 0.123
Re -0.1519 1.3570 0.4840 -0.9 3.2 1.5 1.239
N -1.5151 -2.2094 -1.8002 -1.3 -1.5 -0.3 0.477
N -0.1956 -2.1510 -2.2463 1.5 -0.5 1.6 -0.440
C 0.2868 -3.3876 -2.2412 -0.1 1.3 -0.3 -0.130
C -0.7896 -4.3101 -2.1336 1.6 -0.4 -0.1 -0.541
C -1.9193 -3.5201 -1.8861 -1.4 3.2 0.7 0.021
H 1.3579 -3.5688 -2.2972 -0.3 -0.1 -0.6 0.483
H -2.9612 -3.8170 -1.7856 0.2 0.0 0.1 0.491
H -0.7047 -5.3762 -2.2070 -0.2 -0.4 -0.1 0.480
H -3.4807 -1.2343 -1.4201 0.7 0.3 0.5 0.046
H -3.5448 0.5569 -3.3202 -0.1 -0.1 -0.1 0.549
H -4.1747 -1.1390 0.9604 -0.3 -0.3 0.0 0.535
H -2.7209 3.1244 -3.6301 -0.2 0.2 -0.1 0.480
H -3.2493 -0.6428 3.4909 -0.1 -0.2 0.2 0.508
H -0.8494 3.5270 -1.6747 -0.1 0.2 -0.1 0.501
H -0.5621 -0.1571 3.1532 -0.2 0.1 0.2 0.585
H 1.4487 -0.1764 -1.3738 -0.3 0.1 -0.2 0.239
C 1.3815 0.6984 -0.6941 2.2 -1.6 -1.5 -0.729
H 1.3191 1.5919 -1.3658 0.1 -0.5 0.2 0.505
H 0.3710 -0.0472 -0.1855 2.0 -0.9 -1.2 0.207
H 2.3442 0.6178 -0.1579 -0.5 0.3 0.3 0.430
C 3.0348 1.7729 2.8254 0.1 0.2 -0.4 -1.340
C 1.5057 1.8606 2.8958 1.1 -0.2 2.2 0.924
C 0.9023 2.8203 3.9132 -0.1 0.4 -0.2 -1.266
O 0.9748 2.2702 1.6265 -2.2 -1.6 -2.0 -0.244
H 3.4949 2.6362 2.3232 -0.2 -0.1 0.3 0.375
H 3.3341 0.8563 2.2950 0.0 0.3 0.2 0.353
H 3.3994 1.7119 3.8606 0.0 0.0 -0.3 0.407
H 1.1622 0.8487 3.1688 -0.2 0.1 -0.5 -0.058
H 1.1000 3.8633 3.6299 0.1 -0.2 0.2 0.388
H -0.1860 2.6663 3.9438 0.2 0.1 0.1 0.359
H 1.3262 2.6043 4.9006 -0.1 0.1 -0.2 0.415
```
Positions in Å, forces in eV/Å.

Values from the calculation:
Total charge ... +4
Orbital gap (spin up / spin down) ... 5.33 / 5.55 eV
Multiplicity ... 4
HOMO level (spin up / spin down) ... -0.857 / -0.848 Eh